[1]
{
  "formula": "C15H49N4O6",
  "method": "wB97M-V/def2-TZVPD",
  "elements": ["N", "H", "H", "H", "H", "C", "C", "C", "O", "C", "N", "H", "H", "H", "H", "H", "H", "H", "H", "H", "H", "H", "C", "C", "C", "O", "C", "N", "H", "H", "H", "H", "H", "H", "H", "H", "H", "H", "H", "C", "C", "C", "O", "C", "N", "H", "H", "H", "H", "H", "H", "H", "H", "H", "H", "H", "C", "O", "H", "H", "H", "H", "C", "O", "H", "H", "H", "H", "C", "O", "H", "H", "H", "H"],
  "xyz": [[0.826764, 0.195033, 0.204393], [0.858013, 1.091399, 0.882493], [0.892990, -0.421244, 1.111604], [1.667714, 0.124296, -0.282217], [0.108694, 0.222773, -0.497448], [1.740812, -1.995299, -2.896632], [0.369125, -1.767508, -3.284172], [-0.574607, -2.592249, -2.345042], [-0.415349, -3.841183, -2.916873], [-1.124243, -4.819415, -2.119564], [0.151393, -0.356921, -3.111176], [2.487834, -1.377936, -3.784726], [2.223639, -2.992801, -2.927995], [2.111443, -1.782918, -1.803647], [0.376158, -2.024577, -4.219098], [-1.714258, -2.218464, -2.630742], [-0.561821, -2.254800, -1.420667], [-2.184382, -4.657346, -2.028520], [-0.539056, -5.036431, -1.269160], [-1.214677, -5.761706, -2.676672], [-0.709195, -0.394440, -3.440454], [0.472386, 0.128723, -3.913576], [-0.365504, 1.195202, 4.031968], [0.786637, 0.250227, 4.298944], [2.252115, 0.849873, 3.998230], [2.419542, 1.061476, 2.614692], [3.461481, 1.995990, 2.420748], [0.682937, -0.179394, 5.747862], [-0.535358, 1.104233, 2.916253], [0.051174, 2.073741, 4.277213], [-1.279228, 0.811392, 4.529892], [0.545998, -0.706400, 3.641736], [3.153098, 0.194675, 4.449790], [2.157478, 1.760846, 4.426341], [3.363508, 3.121426, 2.808804], [3.681181, 2.113566, 1.383717], [4.448719, 1.584540, 2.570156], [1.076446, 0.561075, 6.301763], [1.397109, -0.840771, 6.022664], [-3.154581, 0.010579, -0.331645], [-2.455631, 1.371316, -0.724129], [-3.251779, 2.459329, -1.417155], [-4.153934, 1.903903, -2.339157], [-5.118682, 2.810992, -2.729472], [-1.748483, 1.891403, 0.545761], [-4.064225, 0.217357, 0.216802], [-2.748320, -0.623338, 0.125494], [-3.423272, -0.725032, -1.256006], [-1.809086, 1.099397, -1.570383], [-2.547058, 3.239902, -1.949045], [-3.787106, 3.032184, -0.628203], [-5.540732, 2.558754, -3.675816], [-4.767653, 3.858871, -3.118703], [-5.759435, 3.143084, -2.025333], [-1.274473, 2.729322, 0.180773], [-2.397797, 2.064937, 1.290040], [2.249413, 2.588563, -2.124592], [2.479603, 2.862330, -0.758291], [2.670999, 3.490763, -2.635157], [1.183198, 2.342418, -2.277455], [2.965468, 1.896552, -2.401656], [3.371374, 3.370125, -0.606745], [-1.178120, -3.043219, 1.358877], [-1.068567, -1.788581, 1.968047], [-2.215163, -3.167332, 0.968890], [-1.170834, -3.642496, 2.188409], [-0.467252, -3.249597, 0.596868], [-1.287767, -1.917616, 2.917497], [3.133635, -0.511897, -0.256870], [2.133037, -1.538905, 0.111044], [4.040734, -0.946251, 0.139308], [2.946674, 0.572005, 0.216380], [3.095068, -0.324639, -1.320295], [2.574036, -2.453862, 0.251033]],
  "forces_ev_per_angstrom": [[-2.1282, 3.6930, 6.0545], [-0.3649, -1.2908, -2.8159], [-1.1577, 0.1131, -2.9674], [0.1675, 0.8091, -0.6321], [-1.3891, -0.3685, 0.4078], [7.0157, 0.2743, 0.1661], [0.7575, 0.5687, 6.5863], [-3.0828, 2.0223, -8.9944], [-0.9168, -1.8377, 2.2893], [0.2519, -1.1250, -2.4976], [2.2106, 0.5831, 1.6441], [-1.9344, -1.4726, 2.8771], [-1.0813, -0.0598, -0.7836], [-1.5418, 0.3779, -2.6296], [-1.2754, -1.9092, -5.4458], [2.1011, -0.7144, 0.4869], [1.1550, 0.1568, 5.1693], [-0.3812, 1.1466, 0.8078], [0.0949, -0.0564, 1.4582], [0.8197, 0.1554, -0.2555], [-6.3190, 0.9120, -0.8312], [1.7805, 0.7056, -0.7379], [-0.5662, -3.9129, -2.6534], [0.7500, -3.5485, 0.0944], [-0.9344, -4.5403, -0.1753], [0.3977, 0.7271, -0.1861], [0.7991, 2.0382, -0.5942], [0.6771, 0.2956, -0.8407], [-0.0920, 0.7107, 1.0997], [0.1663, 3.9311, 1.0499], [0.7017, 0.7623, -0.0111], [1.0457, 1.5850, 1.3429], [-2.1117, 1.4070, -0.8970], [0.4994, 3.0647, 1.8671], [-0.1880, -2.7271, -0.2165], [-1.0852, 0.3286, -1.3499], [0.3738, -0.3104, 1.7504], [-0.5210, 1.2119, 0.3885], [0.0264, -0.9977, -0.6998], [-7.3731, 7.9788, -9.2804], [0.5235, -1.9043, 0.9797], [-0.3214, 1.4530, 0.4721], [0.6574, -0.0298, 0.2425], [2.2868, 2.5850, -3.7134], [0.8344, -0.5651, -3.4405], [-0.5530, 0.0582, -0.1141], [7.4807, -8.2912, 7.5232], [0.0628, 2.4143, 1.4313], [1.1469, -0.1310, 0.8671], [-1.0339, -1.4124, 0.9196], [-0.0551, -0.0963, -0.4108], [-0.9151, -1.2008, -0.1871], [0.7416, -1.3878, 0.8741], [-2.5469, 0.1434, 2.6786], [-0.4063, -0.0213, 1.1279], [-0.3864, 0.4430, 0.0204], [0.6565, 2.9214, 0.1110], [1.8668, 1.1100, 2.2426], [-1.4275, -0.4382, -0.4505], [0.7915, 0.1692, -0.1614], [0.7396, -2.3944, -1.0185], [-2.6941, -1.4786, -0.7640], [-2.6735, 0.6650, -0.3685], [0.4561, 1.7545, 0.8500], [0.6332, 0.0909, -0.3354], [0.6398, -2.8688, 1.3037], [0.8173, -0.0027, -0.3500], [0.2432, 0.4059, -1.0926], [1.1677, 0.1749, 1.8925], [2.4082, -2.8556, 0.6470], [0.6898, 0.6522, -0.5077], [1.0410, -2.7779, -0.4249], [0.4333, -0.3478, -0.4264], [-0.6521, 2.4755, -0.4621]],
  "e_above_lowest_ev": 2.443,
  "gap_ev": 9.90,
  "charge": 1,
  "homo_energy_ev": -11.994
}



[2]
{
  "formula": "H2NO3S3",
  "method": "wB97M-V/def2-TZVPD",
  "elements": ["N", "O", "O", "O", "S", "S", "S", "H", "H"],
  "xyz": [[0.004442, 0.333345, -0.148530], [-0.384045, 1.552085, 2.839692], [-1.647610, 2.722646, 1.180701], [0.801406, 3.071237, 1.342523], [-1.527101, -0.115715, -0.801100], [0.959827, -0.841227, 0.442378], [-0.358622, 2.170918, 1.566220], [-1.723087, -1.235681, -0.048840], [0.341117, -1.034672, 1.546427]],
  "forces_ev_per_angstrom": [[-1.5048, 2.8807, 0.3077], [0.3712, -1.9560, 1.4056], [0.5289, -0.6702, -0.7388], [-1.4173, -1.8014, -0.2717], [0.6982, -0.4008, 0.5684], [1.5556, -0.3928, -1.1445], [0.8911, 2.7494, -1.9801], [-0.2573, 0.2977, -0.1750], [-0.8656, -0.7067, 2.0283]],
  "e_above_lowest_ev": 1.752,
  "gap_ev": [7.16, 7.16],
  "charge": -1,
  "homo_energy_ev": [-4.125, -4.126]
}



[3]
{
  "formula": "CHClN2O",
  "method": "wB97M-V/def2-TZVPD",
  "elements": ["O", "C", "N", "N", "Cl", "H"],
  "xyz": [[1.771650, -1.148748, 0.276412], [0.905832, -0.374672, -0.128974], [-0.197602, 0.099844, 0.326305], [-0.980173, 0.946590, 0.634711], [-2.522580, 0.513682, 0.068885], [1.022871, -0.036697, -1.177337]],
  "forces_ev_per_angstrom": [[-1.7378, 0.8201, 0.4953], [4.6221, -1.7185, -1.7325], [-1.8681, 0.3578, 1.2642], [1.4927, 0.2818, 0.1556], [-2.2063, -0.1566, -0.2106], [-0.3025, 0.4154, 0.0280]],
  "e_above_lowest_ev": 2.340,
  "gap_ev": 9.26,
  "smiles": "O=C/N=N/Cl",
  "homo_energy_ev": -10.351
}